Density functional theory data (the ωB97M-V functional and the def2-TZVPD basis) for a 9-piece molecular cluster, C26H53F6N5O10P overall at a distorted geometry.

Positions of all 101 atoms, in Å:
P 0.60 -0.61 0.28
F 0.03 0.75 -0.41
F -0.09 -1.55 -0.97
F 1.96 -0.58 -0.56
F 1.16 -1.92 1.06
F 1.25 0.30 1.55
F -0.83 -0.80 1.15
O 2.82 -5.82 1.52
C 2.75 -6.16 0.33
N 3.28 -7.32 -0.05
C 2.04 -5.24 -0.61
H 3.11 -7.65 -0.99
H 3.76 -7.93 0.59
H 1.97 -4.20 -0.31
H 1.04 -5.61 -0.83
H 2.72 -5.17 -1.46
O 3.14 -0.17 -5.07
C 2.92 -0.11 -3.89
N 1.66 0.06 -3.50
C 3.99 0.02 -2.80
H 1.56 -0.08 -2.50
H 0.83 0.10 -4.07
H 4.03 -0.85 -2.14
H 3.74 0.88 -2.19
H 4.99 0.06 -3.24
O -2.38 3.70 -1.06
C -2.08 3.62 -2.21
N -2.34 4.58 -3.06
C -1.32 2.42 -2.82
H -2.94 5.32 -2.72
H -1.95 4.58 -3.99
H -1.71 1.53 -2.33
H -0.25 2.50 -2.62
H -1.41 2.45 -3.91
O 0.03 -3.37 5.00
C 0.10 -2.17 5.33
N -0.20 -1.25 4.49
C 0.55 -1.71 6.69
H 0.08 -0.30 4.69
H -0.45 -1.47 3.53
H 0.99 -2.45 7.36
H -0.36 -1.36 7.18
H 1.27 -0.89 6.66
C 0.18 4.36 1.48
C 0.91 3.64 0.34
N 1.74 4.63 -0.34
C 1.12 5.37 -1.38
C 1.76 6.74 -1.48
C 3.05 4.10 -0.78
C 3.90 3.79 0.50
H -0.36 3.69 2.15
H -0.54 5.06 1.06
H 0.93 4.89 2.06
H 1.47 2.85 0.83
H 0.25 3.21 -0.42
H 0.05 5.47 -1.21
H 0.98 4.86 -2.33
H 1.15 7.43 -2.08
H 2.71 6.76 -2.01
H 2.05 7.24 -0.56
H 3.02 3.30 -1.51
H 3.55 4.91 -1.31
H 3.91 4.63 1.19
H 3.59 2.84 0.95
H 4.93 3.67 0.16
O -1.42 -0.17 -4.73
C -1.57 -1.24 -4.20
O -0.65 -2.22 -4.29
C -1.18 -3.49 -3.95
C -2.42 -3.08 -3.12
C -2.82 -1.69 -3.64
H -0.43 -4.00 -3.34
H -1.50 -4.11 -4.78
H -2.09 -3.10 -2.08
H -3.12 -3.91 -3.10
H -3.17 -0.93 -2.94
H -3.59 -1.62 -4.40
O -4.52 3.98 3.70
C -3.77 3.11 3.24
O -3.52 2.99 1.98
C -2.61 1.94 1.75
C -2.32 1.24 3.10
C -3.11 2.02 4.08
H -1.79 2.40 1.21
H -3.08 1.16 1.16
H -1.23 1.30 3.21
H -2.49 0.16 3.13
H -2.37 2.39 4.79
H -3.91 1.49 4.59
O -1.97 -5.58 -1.03
C -1.99 -5.19 0.15
O -2.51 -5.89 1.11
C -2.43 -5.13 2.35
C -1.30 -4.10 2.05
C -1.43 -3.83 0.58
H -2.10 -5.63 3.26
H -3.43 -4.71 2.49
H -0.30 -4.42 2.37
H -1.61 -3.16 2.50
H -0.53 -3.52 0.05
H -2.16 -3.05 0.40

Summary:
HOMO: -6.08 eV
LUMO energy: 2.36 eV
Charge: -1

Atomic partial charges in e from the Löwdin method, atoms 1 to 99:
1 P 0.322
2 F -0.153
3 F -0.204
4 F -0.151
5 F -0.164
6 F -0.212
7 F -0.196
8 O 0.007
9 C -0.606
10 N 0.149
11 C -0.001
12 H 0.102
13 H 0.112
14 H 0.078
15 H 0.081
16 H 0.080
17 O 0.023
18 C -0.619
19 N 0.185
20 C -0.005
21 H 0.057
22 H 0.088
23 H 0.070
24 H 0.062
25 H 0.076
26 O 0.057
27 C -0.648
28 N 0.160
29 C 0.001
30 H 0.118
31 H 0.108
32 H 0.078
33 H 0.065
34 H 0.067
35 O -0.004
36 C -0.616
37 N 0.191
38 C -0.014
39 H 0.115
40 H 0.093
41 H 0.080
42 H 0.080
43 H 0.076
44 C -0.063
45 C -0.242
46 N -0.203
47 C -0.286
48 C -0.092
49 C -0.215
50 C -0.071
51 H 0.053
52 H 0.072
53 H 0.073
54 H 0.094
55 H 0.086
56 H 0.103
57 H 0.111
58 H 0.065
59 H 0.054
60 H 0.078
61 H 0.104
62 H 0.093
63 H 0.071
64 H 0.059
65 H 0.058
66 O 0.095
67 C -0.526
68 O 0.034
69 C -0.134
70 C -0.133
71 C -0.065
72 H 0.125
73 H 0.123
74 H 0.083
75 H 0.111
76 H 0.131
77 H 0.133
78 O 0.057
79 C -0.496
80 O 0.074
81 C -0.149
82 C -0.176
83 C -0.080
84 H 0.097
85 H 0.127
86 H 0.096
87 H 0.102
88 H 0.125
89 H 0.128
90 O 0.042
91 C -0.496
92 O 0.056
93 C -0.094
94 C -0.154
95 C -0.104
96 H 0.124
97 H 0.123
98 H 0.125
99 H 0.094